117
Properties=species:S:1:pos:R:3:forces:R:3 method="wB97M-V/def2-TZVPD" de_lowest_kcal_mol=0.0 orbital_gap_ev=2.84 spin_multiplicity=1 charge=-3
C -3.66276 3.92226 0.68345 -0.164 -0.942 0.526
C -4.27342 4.67750 1.69513 0.330 1.037 -0.966
C -5.21947 3.97258 2.67904 -2.066 0.606 0.694
O -6.06465 4.68873 3.29651 0.859 -0.031 -0.064
C -5.26052 2.57930 2.77783 1.181 -0.764 -0.755
C -4.53676 1.77946 1.84431 0.200 0.159 -0.638
C -3.83217 2.50243 0.62126 0.223 0.118 0.472
O -3.42510 1.75048 -0.26359 -0.010 0.480 -0.496
O -4.41105 0.55040 1.80071 -0.658 -0.068 0.930
O -4.16730 5.93536 1.73334 0.014 -0.367 0.492
H -3.02574 4.42502 -0.03594 -0.157 0.001 -0.179
H -5.88592 2.08248 3.51059 -0.103 0.129 0.085
C 0.02478 1.94705 -1.60232 -0.012 -1.528 1.360
F -0.80555 1.44205 -2.49374 0.127 0.380 -0.392
F 0.60896 3.05812 -2.02933 0.119 0.090 -0.441
F -0.58948 2.16237 -0.46657 -0.010 0.412 -0.228
S 1.37190 0.66399 -1.20504 -0.716 -0.859 0.314
O 2.06159 0.32154 -2.44072 -0.365 0.433 0.337
O 2.14022 1.24347 -0.13674 -0.178 -0.022 -0.302
N 0.42889 -0.64023 -0.65630 1.905 1.567 -0.941
S 1.39247 -1.90286 -0.71554 0.228 -1.317 -0.681
O 1.37383 -2.57154 -2.00016 0.023 0.036 0.504
O 2.68625 -1.68359 -0.10371 -0.514 -0.231 -0.066
C 0.50203 -3.15612 0.41978 -0.060 1.139 0.275
F -0.51732 -2.60415 1.05808 0.097 -0.142 -0.133
F 0.06110 -4.23927 -0.22404 0.171 0.027 -0.164
F 1.40164 -3.55508 1.33266 0.035 -0.325 0.065
C -0.20712 5.76360 -0.20035 0.012 0.102 0.371
C 0.11433 7.24340 -0.02734 0.525 -0.996 -0.289
O 1.45402 7.53179 -0.46290 0.126 0.413 -0.162
H -0.07050 5.52273 -1.25394 -0.248 -0.145 -0.014
H -1.22204 5.55415 0.14661 -0.056 -0.008 -0.271
H 0.43759 5.08560 0.36603 0.114 0.243 0.040
H -0.00389 7.58178 1.00290 -0.349 0.113 -0.067
H -0.53837 7.75765 -0.73100 -0.027 0.456 0.358
H 2.08302 7.26814 0.21586 -0.095 -0.211 0.073
C -2.61728 -3.12191 3.30538 -1.154 0.826 -0.280
C -3.87387 -2.62395 2.56493 1.026 0.143 -1.102
O -3.56878 -2.25761 1.22271 -0.067 -0.465 0.407
H -1.86931 -2.33339 3.37007 -0.065 0.084 0.008
H -2.19318 -3.94219 2.72566 0.032 -0.388 0.545
H -3.04173 -3.32134 4.29581 0.774 -0.679 0.185
H -4.26730 -1.73564 3.06061 -0.267 -0.074 -0.074
H -4.58508 -3.46144 2.50876 -0.316 0.202 0.494
H -3.77010 -3.03683 0.69020 -0.001 0.531 -0.174
C 4.48749 3.61618 -3.27309 2.393 0.042 -0.158
C 3.88434 2.42929 -3.99203 -1.928 -0.320 1.272
O 4.52149 1.16598 -3.89374 0.721 0.218 -0.106
H 4.33724 3.63527 -2.19790 -0.583 -0.154 -0.030
H 4.22842 4.58222 -3.70612 -0.441 -0.119 -0.003
H 5.58968 3.59160 -3.32560 -0.061 -0.058 -0.316
H 3.60433 2.62366 -5.03026 0.233 0.249 -0.054
H 2.97573 2.29116 -3.39457 -0.507 0.129 -0.785
H 3.84218 0.55535 -3.57204 0.178 0.084 0.189
C -1.37887 1.53848 3.33623 0.940 0.034 0.487
C -0.67262 0.51751 2.47143 0.190 -0.664 0.334
O -1.36948 0.19629 1.29923 0.579 0.223 0.191
H -1.34107 2.56019 2.95661 -0.596 -0.163 -0.484
H -0.75079 1.61057 4.23881 -0.267 -0.184 0.192
H -2.37169 1.18703 3.60624 -0.168 0.360 -0.176
H -0.56713 -0.39980 3.08828 -0.025 0.014 0.072
H 0.37568 0.82071 2.30296 -0.120 0.216 -0.318
H -0.71923 -0.21782 0.70480 -0.661 0.194 0.269
C -1.63596 -2.17478 -3.83721 0.192 -0.202 -0.733
C -2.15733 -2.28980 -2.42960 -0.977 -0.451 0.428
O -2.15114 -1.10658 -1.69244 0.321 0.166 -0.261
H -2.18056 -1.40475 -4.39031 0.153 0.228 0.205
H -1.80885 -3.09206 -4.41678 0.022 -0.151 0.247
H -0.55981 -1.99096 -3.87699 -0.042 0.175 0.108
H -1.71756 -3.14765 -1.89344 0.435 0.205 -0.059
H -3.21904 -2.57046 -2.47386 0.014 0.073 -0.104
H -1.24144 -0.79107 -1.53148 -0.514 -0.399 -0.012
C 3.00461 -1.95206 3.83179 0.804 -0.010 0.073
C 3.16368 -1.26833 5.18315 -0.968 -0.138 -0.339
O 2.64745 0.05657 5.13357 0.375 0.178 0.447
H 1.97594 -2.12570 3.53057 -0.077 0.109 0.136
H 3.55821 -2.89770 3.83568 -0.188 -0.083 -0.034
H 3.48563 -1.32590 3.07640 -0.140 -0.048 -0.139
H 4.20272 -1.33417 5.52366 0.044 0.273 0.006
H 2.53401 -1.74846 5.93596 0.158 -0.175 0.015
H 3.28078 0.64237 4.70976 -0.048 -0.090 -0.201
C -4.21835 -6.61639 0.65493 -0.977 0.307 -1.341
C -3.45637 -5.45296 -0.00218 0.551 -1.290 0.277
O -4.30810 -4.42110 -0.42452 0.050 0.159 0.265
H -4.64986 -7.20962 -0.16448 0.110 -0.242 0.153
H -5.10322 -6.19473 1.13733 0.291 -0.066 0.566
H -3.64951 -7.28511 1.29324 0.146 0.206 0.145
H -2.86932 -5.83047 -0.84734 0.022 0.010 -0.024
H -2.72307 -5.09911 0.72186 -0.218 0.721 -0.118
H -5.00370 -4.75224 -0.99760 0.065 -0.093 -0.040
C 3.47546 4.01833 0.25908 -0.020 -0.129 0.278
C 3.06790 4.50138 1.64111 -0.002 0.673 -1.195
O 3.70340 5.79219 1.90401 0.209 -0.667 0.292
H 3.20858 4.75461 -0.49879 0.261 0.107 -0.022
H 2.99893 3.07040 -0.01800 -0.092 0.383 0.351
H 4.54566 3.79318 0.28878 0.073 0.347 -0.298
H 3.38767 3.73068 2.34376 -0.348 0.246 0.425
H 2.01171 4.77262 1.65543 -0.178 -0.951 0.291
H 3.40138 5.99121 2.79588 0.148 0.335 -0.024
C 3.80770 -6.02122 1.30497 0.250 -0.352 -0.946
C 2.57004 -6.74004 0.78437 -0.124 0.721 -0.208
O 2.84320 -7.25921 -0.52680 0.578 -0.327 0.213
H 4.59354 -6.78056 1.24916 0.286 0.292 0.274
H 3.74825 -5.58243 2.29760 -0.362 -0.303 0.139
H 4.07180 -5.20113 0.63565 -0.009 -0.067 -0.095
H 1.75385 -6.03312 0.62841 -0.217 -0.131 0.667
H 2.32903 -7.55852 1.46819 -0.328 0.082 0.001
H 2.18836 -7.93517 -0.71382 -0.081 0.088 -0.061
C 0.08889 0.13405 -6.18533 -0.439 -0.700 1.544
C 1.24950 1.05988 -6.02741 0.755 1.493 -1.446
O 1.84329 1.23178 -7.34960 -0.037 -0.634 -0.570
H -0.37120 -0.01641 -5.20133 0.039 0.252 0.022
H 0.37254 -0.88931 -6.43618 0.190 0.180 -0.509
H -0.71532 0.50896 -6.81377 0.288 0.090 -0.338
H 2.05979 0.76655 -5.36234 -0.410 -0.462 0.297
H 0.94895 2.07874 -5.76193 -0.372 -0.290 0.573
H 2.30471 2.06560 -7.44896 -0.009 0.084 0.452

***

97
Properties=species:S:1:pos:R:3:forces:R:3 method="wB97M-V/def2-TZVPD" orbital_gap_ev="9.03 / 9.13" spin_multiplicity=2
C -3.44153 6.51653 -0.76481 -0.682 -1.560 -0.623
C -3.42085 5.35841 -1.52916 0.298 1.398 0.881
C -2.20253 4.79571 -2.35805 -0.139 -0.060 0.405
C -0.93040 4.37608 -1.50331 1.121 -0.906 0.060
S -0.09630 5.94877 -0.88625 -0.195 0.169 0.324
C -1.22002 3.39760 -0.28412 -0.105 0.461 0.275
C -1.31516 1.85382 -0.63495 -1.962 -0.780 2.513
C -1.18240 1.06987 0.77290 0.829 0.963 -0.405
C -2.80132 1.52399 -1.15038 -0.113 0.309 -0.533
N -0.24694 1.31228 -1.51023 -1.378 1.469 -1.624
O -0.69613 0.56536 -2.47603 0.497 0.096 1.019
C 0.74544 2.32417 -1.95257 2.844 0.199 -1.620
C 1.92248 2.54998 -0.87320 -1.017 -1.300 0.239
C 1.50486 1.67148 -3.21997 0.747 1.360 0.329
C 0.12057 3.68208 -2.49443 -0.893 -0.538 -0.448
H -4.44347 6.84256 -0.33896 1.455 -0.579 -0.375
H -2.55356 7.13586 -0.47224 -0.963 -0.691 -0.812
H -4.36536 4.73049 -1.52928 1.191 0.951 -0.340
H -2.55138 3.86465 -2.91225 0.475 1.122 0.754
H -1.83332 5.50974 -3.16860 -0.648 -0.685 1.121
H 0.73259 5.61569 0.16962 -0.758 -0.434 -0.855
H -0.43940 3.58303 0.52636 -0.889 -0.398 -1.177
H -2.21126 3.67769 0.20755 1.303 -0.300 -0.703
H -0.16440 1.35706 1.20457 -1.367 -0.494 -0.325
H -1.19755 -0.05441 0.63829 -0.243 1.359 0.096
H -1.98757 1.45832 1.46226 0.843 -0.709 -0.616
H -3.57310 2.17398 -0.61564 1.232 -0.806 -0.419
H -2.93076 1.76183 -2.25544 0.272 -0.506 1.311
H -3.08920 0.44336 -0.96039 0.515 1.292 -0.387
H 2.44455 1.53613 -0.81148 -0.418 1.436 -0.022
H 2.65941 3.33850 -1.19535 -0.936 -0.796 0.405
H 1.49544 2.72748 0.16676 0.683 0.129 -1.313
H 0.87765 1.67508 -4.15428 0.555 -0.370 1.138
H 1.96850 0.67220 -2.97470 -0.838 0.998 -0.338
H 2.37594 2.38570 -3.42515 -1.030 -0.932 0.222
H 0.94312 4.39460 -2.82288 -0.972 -0.965 0.683
H -0.45373 3.43469 -3.45388 0.737 0.106 1.201
C -2.07905 -2.26285 -2.43529 -0.199 -0.034 -0.074
C -2.63362 -3.61719 -2.03083 0.104 0.115 -0.051
O -3.91246 -3.54470 -1.41722 -0.053 -0.095 0.213
C -4.95986 -3.00761 -2.20965 -0.060 -0.064 0.002
C -5.24249 -3.81126 -3.46695 0.197 -0.028 -0.146
H -2.09088 -1.57357 -1.58904 0.093 -0.067 -0.053
H -1.05303 -2.36242 -2.79451 -0.048 0.047 0.046
H -2.66986 -1.80916 -3.23405 0.100 0.021 -0.015
H -1.96333 -4.06293 -1.29143 -0.216 -0.043 0.081
H -2.65816 -4.30508 -2.88350 -0.005 0.035 -0.045
H -4.75766 -1.95825 -2.44835 0.029 0.005 -0.097
H -5.85320 -3.01578 -1.58019 0.176 -0.041 0.118
H -4.40594 -3.76532 -4.16800 -0.074 0.039 -0.026
H -6.12675 -3.42302 -3.97700 0.034 -0.015 0.048
H -5.40771 -4.86328 -3.22374 -0.056 0.070 0.039
C -0.72028 0.87452 6.58476 0.164 -0.138 0.065
C -1.10683 0.68345 5.12841 -0.001 0.039 0.071
O 0.00029 0.70861 4.24067 0.022 0.155 -0.159
C 0.98481 -0.29628 4.42955 -0.012 -0.076 -0.090
C 0.45290 -1.70758 4.24922 -0.188 -0.050 0.145
H -0.11480 1.77549 6.70751 -0.091 -0.001 -0.035
H -1.61307 0.96123 7.20748 0.035 0.005 -0.047
H -0.13308 0.03243 6.95766 -0.078 0.005 0.039
H -1.75883 1.50705 4.82767 0.151 -0.032 -0.158
H -1.68475 -0.23706 4.99125 0.022 -0.034 0.069
H 1.46893 -0.17750 5.40431 -0.029 -0.070 0.053
H 1.75537 -0.11357 3.67634 -0.136 0.172 0.012
H -0.26403 -1.96846 5.03121 0.072 -0.051 -0.001
H 1.26973 -2.43131 4.29087 -0.030 0.050 -0.015
H -0.05961 -1.80725 3.28946 0.089 0.030 -0.003
C -2.19438 -5.26160 1.74138 -0.018 -0.149 -0.144
C -0.84314 -5.57916 2.35796 -0.113 0.056 0.003
O -0.75639 -6.89343 2.88735 0.058 -0.040 0.184
C -0.93010 -7.95580 1.96263 0.080 -0.051 0.000
C 0.11258 -7.97543 0.85846 0.013 0.209 -0.125
H -2.99999 -5.47407 2.44788 0.068 0.066 0.011
H -2.24473 -4.20904 1.45428 -0.015 -0.049 0.007
H -2.37746 -5.86097 0.84683 -0.015 0.106 -0.028
H -0.67126 -4.89969 3.19635 0.061 -0.201 0.065
H -0.03210 -5.40200 1.64275 -0.040 0.004 -0.067
H -1.94359 -7.93924 1.54893 0.009 0.030 -0.091
H -0.84626 -8.87951 2.54042 -0.018 0.173 0.131
H 0.01573 -7.10846 0.20075 -0.018 -0.077 -0.040
H 0.00237 -8.87275 0.24578 -0.001 0.035 0.051
H 1.12057 -7.95571 1.27888 -0.063 -0.070 0.022
C 7.70799 2.93144 0.51653 0.129 0.046 -0.182
C 6.47123 2.12598 0.15791 0.045 0.051 0.061
O 5.72398 2.68236 -0.91287 -0.215 0.065 0.021
C 6.39215 2.78880 -2.16072 -0.043 -0.073 -0.072
C 6.83214 1.45092 -2.72901 0.136 -0.126 0.156
H 7.44791 3.97716 0.69594 -0.034 -0.075 0.050
H 8.17967 2.52567 1.41389 -0.042 0.015 -0.037
H 8.44682 2.91143 -0.28767 0.030 -0.040 0.072
H 5.80181 2.10814 1.02122 -0.119 0.042 -0.183
H 6.72856 1.08328 -0.05801 0.078 0.014 -0.014
H 7.23561 3.48249 -2.08364 0.074 -0.048 -0.004
H 5.67793 3.24462 -2.85108 -0.071 0.019 0.204
H 7.60975 0.99107 -2.11474 0.026 0.021 -0.082
H 7.23461 1.57824 -3.73617 -0.039 0.010 0.049
H 5.99232 0.75353 -2.76916 -0.004 0.086 -0.048

***

Number 1: E_tot -3908.47164 Ha. Number 2: E_tot -1932.94731 Ha.